# 1
Density functional theory data (ωB97M-V with the def2-TZVPD basis set) for C7H4Cl29GaO2PS as an isolated structure in a non-equilibrium geometry.

Highest occupied orbital energy (eV): -5.19
HOMO-LUMO gap (eV): 6.6
M (u): 1281.01
Total charge: -1

Last column: Löwdin charge in e.
Positions of all 45 atoms, in Å:
O: -1.318 -1.676 0.813  -0.384
P: -1.597 -0.236 1.524  0.028
O: -0.617 -0.244 2.810  -0.324
S: -3.478 -0.214 2.096  0.116
Ga: -1.228 1.621 0.083  -0.084
Cl: 0.924 2.315 0.401  -0.065
H: -1.988 -1.765 0.121  -0.002
H: -0.005 0.503 2.746  0.025
H: -2.206 2.767 0.507  -0.111
H: -1.404 1.119 -1.416  -0.116
C: 2.435 -2.137 2.311  -2.041
Cl: 1.848 -1.524 0.778  0.536
Cl: 3.794 -3.249 2.016  0.492
Cl: 2.999 -0.793 3.315  0.526
Cl: 1.157 -3.009 3.149  0.552
C: -5.932 1.823 -0.548  -2.043
Cl: -4.427 1.492 -1.380  0.504
Cl: -7.109 2.555 -1.666  0.491
Cl: -6.597 0.317 0.087  0.476
Cl: -5.629 2.943 0.781  0.507
C: -0.307 -3.702 -2.196  -2.036
Cl: -1.925 -4.040 -1.567  0.549
Cl: -0.080 -4.595 -3.713  0.476
Cl: -0.145 -1.973 -2.494  0.542
Cl: 0.903 -4.216 -1.027  0.522
C: 1.080 -7.613 -6.683  -2.060
Cl: 0.142 -6.132 -6.493  0.502
Cl: 2.802 -7.225 -6.682  0.523
Cl: 0.722 -8.709 -5.348  0.525
Cl: 0.653 -8.389 -8.214  0.515
C: -8.583 0.459 3.755  -2.056
Cl: -9.144 -1.220 3.679  0.507
Cl: -9.529 1.436 2.620  0.504
Cl: -8.836 1.077 5.398  0.504
Cl: -6.889 0.540 3.333  0.505
C: 4.309 4.820 2.239  -2.040
Cl: 5.380 5.450 0.970  0.467
Cl: 3.011 3.879 1.525  0.467
Cl: 5.267 3.806 3.334  0.499
Cl: 3.642 6.183 3.154  0.504
C: 9.579 5.511 -0.823  -2.061
Cl: 7.932 6.130 -0.891  0.503
Cl: 10.646 6.742 -0.134  0.513
Cl: 9.621 4.065 0.186  0.528
Cl: 10.130 5.109 -2.454  0.516

# 2
Density functional theory data (ωB97M-V with the def2-TZVPD basis set) for C19H21N5O2Pb as an isolated structure in a non-equilibrium geometry.

Highest occupied orbital energy (spin up / spin down) (eV): -20.81 / -20.81
HOMO-LUMO gap (spin up / spin down) (eV): 6.2 / 2.1
M (u): 558.61
Total charge: +4

Last column: Löwdin charge in e.
Positions of all 48 atoms, in Å:
N: 1.182 3.509 -0.579  0.104
C: 1.105 4.623 -0.251  -0.254
C: 1.041 6.022 0.145  -0.040
H: -0.008 6.352 0.164  0.101
H: 1.616 6.621 -0.586  0.113
H: 1.472 6.147 1.150  0.104
N: 3.736 -2.434 -1.035  0.401
C: 4.715 -3.076 -0.966  0.047
C: 5.917 -3.861 -0.838  0.097
H: 6.672 -3.462 -1.540  0.176
H: 5.684 -4.911 -1.078  0.150
H: 6.288 -3.793 0.201  0.180
N: -2.734 -2.513 -0.580  0.104
C: -3.785 -2.886 -0.251  -0.254
C: -5.095 -3.385 0.147  -0.039
H: -4.984 -4.110 0.967  0.105
H: -5.561 -3.875 -0.727  0.112
H: -5.721 -2.551 0.497  0.099
Pb: 0.495 -0.325 -1.081  1.399
C: 0.593 -2.347 0.718  -0.072
O: 0.290 -3.074 1.561  0.127
C: 2.375 0.411 0.722  -0.064
O: 2.916 1.003 1.566  0.118
C: 1.192 0.914 -3.232  -0.112
C: -0.220 0.985 -3.148  -0.122
C: -0.992 -0.207 -3.148  -0.122
C: -0.351 -1.467 -3.232  -0.112
C: 1.063 -1.539 -3.255  -0.134
C: 1.836 -0.348 -3.257  -0.134
H: 1.755 1.851 -3.236  0.146
H: -0.701 1.964 -3.080  0.149
H: -2.083 -0.168 -3.079  0.149
H: -0.977 -2.363 -3.237  0.146
H: 1.579 -2.511 -3.232  0.138
H: 2.934 -0.421 -3.236  0.138
N: -2.949 1.937 4.579  0.336
C: -2.166 1.422 3.594  -0.207
C: -1.006 0.661 3.878  0.098
C: -0.252 0.160 2.806  -0.083
N: -0.610 0.395 1.534  0.017
C: -1.703 1.113 1.241  -0.087
C: -2.513 1.648 2.240  0.086
H: -2.765 1.817 5.584  0.183
H: -3.797 2.492 4.379  0.184
H: -0.736 0.486 4.916  0.149
H: 0.627 -0.422 3.066  0.124
H: -1.979 1.290 0.212  0.115
H: -3.392 2.224 2.015  0.141

# 3
Density functional theory data (ωB97M-V with the def2-TZVPD basis set) for C2H6ClNOS in the gas phase in a non-equilibrium geometry.

Highest occupied orbital energy (eV): -8.74
HOMO-LUMO gap (eV): 9.4
M (u): 127.60
Energy above the lowest of the compared OMol25 structures with the same formula, charge and spin (eV): 1.1496

Last column: Löwdin charge in e.
Positions of all 12 atoms, in Å:
C: -1.580 0.540 1.746  -0.173
C: -0.947 -0.131 0.565  -0.816
N: 0.615 -2.298 -0.568  -0.218
O: 1.789 -0.347 0.243  -0.528
S: 0.886 -1.301 0.782  0.853
Cl: -2.116 -0.931 -0.447  0.587
H: -2.203 1.319 1.249  0.089
H: -0.895 1.144 2.226  0.042
H: -2.116 -0.115 2.445  0.088
H: -0.380 0.466 -0.192  0.052
H: -0.046 -2.945 -0.579  -0.043
H: 0.563 -1.817 -1.476  0.067

# 4
Density functional theory data (ωB97M-V with the def2-TZVPD basis set) for an isolated ion of composition C5H6N3 and charge +1 in a non-equilibrium geometry.

Spin multiplicity: 3
⟨S²⟩: 2.021
Highest occupied orbital energy (spin up / spin down) (eV): -11.84 / -15.28
HOMO-LUMO gap (spin up / spin down) (eV): 6.9 / 7.5
M (u): 108.12
Total charge: +1
Energy above the lowest of the compared OMol25 structures with the same formula, charge and spin (eV): 1.3701

Last column: Löwdin charge in e.
Positions of all 14 atoms, in Å:
C: 1.859 -0.145 -0.929  -0.033
C: 1.267 -1.106 -0.272  0.128
C: 1.830 2.016 -0.257  -0.055
C: -0.071 -0.333 0.076  -0.270
C: -1.283 -1.035 -0.198  0.022
N: 1.973 1.099 -1.246  0.151
N: 0.000 0.805 0.612  0.166
N: 0.985 1.749 0.731  0.085
H: 1.589 -2.132 -0.292  0.130
H: 2.293 2.993 -0.487  0.164
H: -2.066 -0.410 0.229  0.121
H: -1.329 -1.934 0.275  0.083
H: -1.328 -1.175 -1.213  0.094
H: 0.650 2.348 1.535  0.215

# 5
Density functional theory data (ωB97M-V with the def2-TZVPD basis set) for a 2-piece molecular cluster, C4H5F3O overall in a non-equilibrium geometry.

Highest occupied orbital energy (spin up / spin down) (eV): -9.42 / -8.42
HOMO-LUMO gap (spin up / spin down) (eV): 9.7 / 6.9
M (u): 126.08
Energy above the lowest of the compared OMol25 structures with the same formula, charge and spin (eV): 3.9163

Last column: Löwdin charge in e.
Positions of all 13 atoms, in Å:
C: 1.965 0.973 0.193  -0.269
C: -0.835 0.809 -0.479  -0.045
C: -0.044 -1.532 0.021  -0.122
C: -1.068 -0.419 0.296  -0.384
O: 2.643 1.773 -0.368  0.131
F: 2.370 0.188 1.182  0.096
F: 0.110 -1.875 -1.192  0.084
F: -1.265 -0.315 1.676  -0.015
H: -1.269 1.734 -0.087  0.097
H: 0.330 1.111 -0.339  0.062
H: -0.974 0.774 -1.534  0.084
H: 0.091 -2.365 0.711  0.118
H: -2.051 -0.856 -0.080  0.163

# 6
Density functional theory data (ωB97M-V with the def2-TZVPD basis set) for a 2-piece molecular cluster, C17H33F4OP overall.

Highest occupied orbital energy (eV): -8.74
SMILES: CCCCCCCCCP(F)CCC(F)=C(F)F.CCOCC
HOMO-LUMO gap (eV): 9.5
M (u): 360.42

Last column: Löwdin charge in e.
Positions of all 56 atoms, in Å:
C: -0.838 1.161 -0.637  -0.102
C: -2.278 1.322 -0.119  -0.266
C: -3.301 0.646 -1.027  -0.216
C: -3.373 -0.895 -0.945  -0.201
C: -3.238 -1.499 0.465  -0.211
C: -1.815 -1.951 0.792  -0.210
C: -1.730 -2.769 2.103  -0.186
C: -0.636 -3.860 2.094  -0.230
C: 0.556 -3.584 3.044  -0.357
P: 1.961 -2.603 2.382  0.914
F: 1.163 -1.677 1.330  -0.301
C: 2.811 -3.846 1.319  -0.350
C: 2.130 -4.392 0.050  -0.162
C: 1.770 -3.353 -0.960  -0.244
F: 2.572 -2.278 -1.043  0.085
C: 0.748 -3.444 -1.800  -0.336
F: -0.237 -4.315 -1.672  0.133
F: 0.580 -2.694 -2.866  0.154
H: -0.624 1.949 -1.360  0.065
H: -0.107 1.200 0.171  0.070
H: -0.711 0.206 -1.154  0.064
H: -2.506 2.393 -0.103  0.100
H: -2.343 0.997 0.922  0.089
H: -3.003 0.893 -2.053  0.108
H: -4.303 1.061 -0.898  0.103
H: -2.650 -1.349 -1.628  0.099
H: -4.359 -1.184 -1.321  0.101
H: -3.539 -0.734 1.188  0.108
H: -3.945 -2.324 0.594  0.104
H: -1.218 -1.049 0.938  0.085
H: -1.398 -2.524 -0.038  0.096
H: -1.571 -2.072 2.927  0.109
H: -2.697 -3.259 2.238  0.101
H: -1.094 -4.804 2.400  0.105
H: -0.282 -3.995 1.074  0.063
H: 0.972 -4.533 3.394  0.073
H: 0.192 -3.030 3.912  0.062
H: 2.952 -4.694 1.998  0.077
H: 3.813 -3.485 1.085  0.070
H: 2.839 -5.073 -0.437  0.124
H: 1.265 -5.005 0.295  0.106
C: 0.784 6.737 -0.365  -0.081
C: 1.056 5.270 -0.076  -0.282
O: 1.007 4.442 -1.222  -0.171
C: 1.955 4.728 -2.233  -0.281
C: 3.399 4.570 -1.784  -0.080
H: -0.137 6.847 -0.938  0.082
H: 0.685 7.290 0.570  0.075
H: 1.591 7.197 -0.937  0.066
H: 0.285 4.880 0.589  0.117
H: 2.014 5.152 0.444  0.108
H: 1.789 5.729 -2.647  0.107
H: 1.742 4.017 -3.032  0.118
H: 3.688 5.335 -1.063  0.066
H: 4.068 4.654 -2.641  0.075
H: 3.546 3.596 -1.317  0.082